[1]
A structure of composition C11H18F6N9O6PdS2, computed with the ωB97M-V functional and the def2-TZVPD basis.

The geometry in XYZ format:
```
53
Properties=species:S:1:pos:R:3:forces:R:3:nbo_charge:R:1
Pd 0.338838 0.427953 0.024709 -0.25 -0.20 0.61 1.355
F 5.768236 0.469250 0.808542 -0.01 0.01 0.06 -0.267
C 4.799980 0.965309 1.543281 -0.01 -0.13 0.30 0.795
F 4.770956 2.286753 1.451783 0.03 -0.04 0.00 -0.288
F 4.906557 0.585933 2.796273 0.00 0.05 -0.05 -0.269
S 3.191090 0.387843 0.827541 0.16 0.14 -0.63 2.167
O 3.274699 0.661554 -0.587829 0.02 -0.01 0.28 -0.929
O 2.093719 1.132973 1.479476 -0.02 -0.05 -0.40 -0.981
N 3.124293 -1.152539 1.205785 -0.21 0.05 -0.08 -1.130
S 1.762461 -1.797403 0.786418 -0.15 0.22 -0.27 2.141
O 1.459792 -1.666060 -0.645674 0.08 0.01 0.34 -0.938
O 0.598343 -1.331599 1.568496 0.16 -0.07 -0.20 -0.939
C 1.970140 -3.591509 1.163148 0.10 -0.03 0.09 0.790
F 3.021821 -4.058964 0.541222 -0.05 -0.01 0.02 -0.259
F 2.056733 -3.758797 2.461470 0.01 -0.03 -0.07 -0.264
F 0.856892 -4.174774 0.697610 0.05 0.01 0.05 -0.315
N -1.386027 -0.869881 -0.739174 0.17 0.00 0.03 -0.343
C -1.769784 -1.949965 -0.662798 -0.49 -0.34 -0.01 0.534
N -2.220495 -3.210295 -0.551083 0.38 0.30 -0.01 -0.292
C -2.487238 -4.005450 -1.713272 0.01 0.05 0.02 -0.222
C -4.070039 -4.252762 -1.725987 -0.01 -0.02 -0.01 -0.065
O -4.375649 -4.812078 -0.500286 0.01 -0.05 0.01 -0.307
C -4.219765 -3.978813 0.591178 -0.03 -0.02 0.02 -0.067
C -2.647656 -3.711547 0.724006 0.04 0.06 -0.02 -0.223
H -2.007344 -4.979157 -1.625603 -0.05 -0.03 0.01 0.272
H -2.189286 -3.491069 -2.622729 0.02 -0.01 -0.01 0.269
H -4.285967 -4.975228 -2.509176 -0.02 -0.02 0.00 0.270
H -4.575511 -3.299867 -1.893570 0.01 0.03 0.01 0.219
H -4.542480 -4.505698 1.485793 -0.02 -0.01 0.01 0.270
H -4.732906 -3.023073 0.469045 0.02 0.03 -0.02 0.219
H -2.169165 -4.666541 0.937204 -0.05 -0.04 -0.03 0.271
H -2.461571 -2.986584 1.512482 0.02 -0.01 0.02 0.271
C -2.423521 4.151722 3.189380 0.03 -0.02 -0.16 -0.434
N -2.203085 3.146288 2.149720 -0.11 0.16 0.10 -0.568
C -1.066009 2.496660 1.932933 0.20 -0.26 0.06 0.796
N 0.004852 2.770494 2.683562 -0.14 -0.03 -0.11 -0.798
O -1.056000 1.619410 0.997620 -0.25 0.29 0.12 -0.755
H -3.303889 4.727557 2.921841 -0.05 -0.03 0.04 0.248
H -1.588647 4.850028 3.225557 0.01 0.01 -0.01 0.213
H -2.574456 3.699673 4.168208 0.01 -0.03 0.02 0.223
H -2.977840 2.853671 1.578835 -0.02 0.04 -0.04 0.423
H -0.067284 3.385324 3.475087 0.02 0.01 0.03 0.423
H 0.837447 2.215572 2.583332 0.08 -0.03 -0.03 0.439
N 1.745663 3.601557 -4.757823 -0.01 0.00 -0.08 -0.696
C 2.464970 3.961576 -3.720672 -0.13 -0.23 0.26 0.651
N 3.454467 4.813302 -3.756856 0.05 0.07 -0.09 -0.651
N 2.220104 3.446355 -2.448045 0.47 0.36 -0.01 -0.328
C 1.420352 2.587069 -2.051054 -0.76 -0.42 -0.04 0.557
N 0.639595 1.799946 -1.601926 0.67 0.29 -0.17 -0.295
H 1.923567 3.968761 -5.684606 -0.01 0.01 0.01 0.454
H 0.990931 2.938126 -4.667627 0.00 0.00 -0.01 0.442
H 3.749775 5.269611 -4.611312 0.01 0.00 0.01 0.451
H 3.955337 5.029367 -2.904416 0.00 0.00 0.00 0.462
```
Positions in Å, forces in eV/Å.

Results
2S+1 = 5
LUMO energy (alpha / beta) = -8.07 / -12.79 eV
Frontier orbital gap (alpha / beta) = 9.22 / 4.48 eV
Net charge = +3

=====

[2]
The ion C4H10NO with charge +1 in a non-equilibrium geometry, computed with the ωB97M-V functional and the def2-TZVPD basis.

The geometry in XYZ format:
```
16
Properties=species:S:1:pos:R:3:forces:R:3:nbo_charge:R:1
C -1.944334 0.142242 1.707451 -0.94 2.62 -0.93 -0.248
O -0.998568 0.952216 0.962930 -2.23 0.31 2.29 -0.503
C 0.155928 0.451669 0.586300 1.56 1.06 -2.60 0.120
C 0.759670 1.443259 -0.373378 1.52 -2.21 -0.09 -0.412
C 0.195066 0.070212 -0.907989 0.44 2.16 2.39 -0.155
N 1.180696 -0.885837 -1.382270 2.56 1.94 0.51 -0.683
H -1.946345 0.341024 2.771874 0.06 0.61 0.11 0.204
H -1.657700 -0.835180 1.613160 0.18 -2.79 -0.58 0.170
H -2.911481 0.428222 1.219153 0.66 -0.80 0.83 0.213
H 0.943440 -0.014397 1.162948 -0.45 -0.37 1.00 0.184
H 1.858629 1.545338 -0.192108 -0.78 -0.43 -0.84 0.225
H 0.335268 2.380980 -0.613120 -0.93 0.50 -0.10 0.268
H -0.731357 -0.112216 -1.410603 -0.48 0.74 -0.08 0.246
H 2.002864 -0.298565 -1.694483 -1.04 -1.05 -0.49 0.456
H 0.640131 -1.268500 -2.126902 0.77 -1.67 -0.97 0.464
H 1.622034 -1.467012 -0.653794 -0.90 -0.63 -0.45 0.450
```
Positions in Å, forces in eV/Å.

Results
SMILES string = CO[C@@H]1C[C@H]1[NH3+]
LUMO energy = -3.73 eV
Frontier orbital gap = 10.10 eV
Net charge = +1

=====

[3]
An isolated molecule of C5H7NO in a non-equilibrium geometry, computed with the ωB97M-V functional and the def2-TZVPD basis.

The geometry in XYZ format:
```
14
Properties=species:S:1:pos:R:3:forces:R:3:nbo_charge:R:1
C 0.738096 -1.562785 -0.578971 0.61 0.12 -0.43 -0.684
C 1.060207 -0.213953 0.104196 0.33 -1.43 0.23 0.499
O 2.164847 0.291097 0.227904 -0.28 -0.54 0.15 -0.608
C -0.166761 0.048974 0.823080 -0.06 0.41 -0.05 0.086
C -0.361900 1.183338 -0.578466 -0.69 0.45 0.05 -0.378
C -1.375180 0.564994 0.284802 -0.54 -0.09 -0.19 -0.101
N -0.951639 0.703675 1.732226 0.27 0.61 0.11 -0.529
H 1.308169 -1.638264 -1.491450 0.25 -0.40 -0.32 0.217
H -0.326186 -1.803718 -0.757030 0.51 0.56 0.07 0.219
H 1.080722 -2.297388 0.163363 0.11 0.08 -0.33 0.239
H 0.089634 2.155162 -0.392496 -0.12 -0.20 0.38 0.228
H -0.357428 0.902988 -1.639781 -0.03 -0.16 0.51 0.233
H -2.294415 0.083445 -0.001292 -0.19 -0.01 0.19 0.222
H -0.608167 1.582435 2.103916 -0.19 0.61 -0.37 0.358
```
Positions in Å, forces in eV/Å.

Results
SMILES string = CC(=O)[C@@]12C[C@@H]1N2
LUMO energy = 0.94 eV
Frontier orbital gap = 9.58 eV

=====

[4]
A structure of composition C29H53CaN2O2P2 in a non-equilibrium geometry, computed with the ωB97M-V functional and the def2-TZVPD basis.

The geometry in XYZ format:
```
89
Properties=species:S:1:pos:R:3:forces:R:3:mulliken_charge:R:1
C 0.330749 2.654215 0.209454 0.20 0.63 1.07 -0.744
C 0.937207 1.574706 2.269951 -0.22 0.49 -0.71 0.130
C 0.396531 3.921649 0.779277 -0.06 -0.49 -0.36 -0.865
C 1.056818 2.882786 2.864909 0.00 0.33 -0.06 -1.230
C 0.786619 4.022389 2.141243 0.05 -0.54 0.15 -0.811
H 0.166971 4.806913 0.180723 0.11 -0.32 0.24 0.512
H 1.351963 2.940693 3.916916 -0.11 0.02 -0.40 0.490
H 0.869400 5.006986 2.615225 -0.04 -0.42 -0.18 0.406
N 0.605083 1.511722 0.904249 -0.08 1.76 1.09 1.365
P 0.906388 1.080260 -2.016711 0.43 2.56 -3.51 0.104
P 0.589777 -1.130502 2.278655 -0.70 -1.81 3.81 1.380
C -0.061977 2.485761 -1.242550 -0.14 -0.25 -0.09 -0.528
H -1.119254 2.172472 -1.288589 0.37 0.20 0.04 0.305
H 0.028715 3.439690 -1.789155 0.00 -0.42 0.18 0.583
C 0.831269 -2.225725 -0.874106 0.53 -15.10 -6.25 -0.877
O 0.861279 -3.315763 -1.316896 -0.16 5.52 2.30 -0.325
C 1.116826 0.398685 3.009307 0.07 -0.03 -0.33 -1.452
H 1.295850 0.494697 4.085719 0.02 -0.09 -0.44 0.345
C -1.208481 -1.430585 2.942128 0.33 0.10 0.18 1.909
C 1.694114 -2.524715 3.000016 -0.24 0.39 0.31 1.714
C -0.017800 0.643272 -3.671000 0.11 0.43 0.10 2.205
C 2.600583 1.892359 -2.398923 -0.33 0.09 -0.06 2.142
C -1.907101 -2.524322 2.111157 0.00 -0.06 0.06 -1.339
H -1.512867 -3.525500 2.339895 -0.20 0.37 -0.09 0.276
H -2.988846 -2.535442 2.345161 0.36 0.01 -0.12 0.561
H -1.779528 -2.356295 1.030708 -0.11 -0.11 0.34 -0.077
C -1.292555 -1.785710 4.437715 -0.12 -0.06 0.08 -1.908
H -0.900514 -2.791442 4.659390 -0.18 0.40 -0.08 0.292
H -0.753504 -1.048435 5.057384 -0.21 -0.27 -0.25 0.359
H -2.354772 -1.770226 4.751032 0.40 0.00 -0.11 0.509
C -1.921839 -0.070883 2.767499 -0.09 0.03 0.03 -1.559
H -3.006107 -0.202170 2.951089 0.45 0.06 -0.04 0.587
H -1.535860 0.664552 3.491138 -0.15 -0.28 -0.27 0.326
H -1.780045 0.354523 1.763242 -0.10 -0.08 0.42 0.021
C 1.054596 -3.906285 2.763647 0.06 -0.05 0.13 -1.696
H 0.785331 -4.046501 1.702391 0.05 0.00 0.34 0.228
H 1.787083 -4.690610 3.031893 -0.28 0.29 -0.12 0.545
H 0.157627 -4.069821 3.382280 0.41 0.07 -0.28 0.211
C 3.049679 -2.502819 2.275253 0.14 -0.17 0.17 -1.576
H 2.945183 -2.762400 1.210757 0.03 -0.05 0.34 0.043
H 3.535335 -1.518428 2.357301 -0.15 -0.41 0.10 0.198
H 3.712067 -3.254028 2.745839 -0.25 0.30 -0.21 0.655
C 1.979499 -2.295258 4.499428 0.17 -0.16 0.08 -1.670
H 1.074608 -2.297888 5.122602 0.39 0.00 -0.28 0.264
H 2.639728 -3.106130 4.861839 -0.24 0.31 -0.09 0.512
H 2.508557 -1.339873 4.652225 -0.20 -0.36 -0.05 0.330
C 3.539181 0.802300 -2.956843 0.05 0.13 -0.13 -1.388
H 4.536066 1.243674 -3.142618 -0.38 -0.19 0.06 0.536
H 3.665008 -0.028850 -2.248875 -0.04 0.24 -0.18 -0.033
H 3.172046 0.392063 -3.912836 0.19 0.13 0.40 0.214
C 3.154245 2.450855 -1.064957 0.15 0.03 0.01 -1.634
H 2.644159 3.386803 -0.786256 0.22 -0.36 -0.09 0.342
H 3.057716 1.754018 -0.223247 0.01 0.28 -0.31 -0.065
H 4.228256 2.672877 -1.204151 -0.40 -0.04 0.04 0.636
C 2.537700 3.091547 -3.372271 0.15 0.08 -0.07 -1.635
H 3.479355 3.662402 -3.273494 -0.35 -0.19 -0.04 0.499
H 2.447820 2.791466 -4.424139 0.07 0.12 0.44 0.380
H 1.712325 3.783370 -3.128692 0.33 -0.27 -0.09 0.182
C -1.461101 1.178862 -3.613249 0.05 -0.09 0.03 -1.002
H -1.494323 2.281275 -3.628530 0.03 -0.41 0.00 0.273
H -2.012828 0.813705 -4.500166 0.19 0.13 0.32 0.734
H -1.990173 0.826592 -2.717300 0.42 0.22 -0.47 -0.891
C -0.047922 -0.896989 -3.748677 0.04 0.05 -0.07 -1.555
H -0.593983 -1.331141 -2.897328 0.00 0.12 -0.28 0.023
H -0.547524 -1.205983 -4.686423 0.20 0.04 0.42 0.578
H 0.968197 -1.325687 -3.740094 -0.27 0.15 -0.11 0.299
C 0.606581 1.187391 -4.969861 0.00 -0.07 -0.15 -1.935
H 0.553624 2.285153 -5.028446 -0.01 -0.45 0.04 0.380
H 1.652024 0.871668 -5.106822 -0.43 0.13 0.01 0.322
H 0.026535 0.782001 -5.820381 0.22 0.16 0.31 0.524
Ca 0.758792 -0.464636 -0.096112 2.11 7.46 3.70 3.052
N -1.333401 -0.417259 -0.435057 -5.71 -0.25 -1.26 -0.123
C -2.490478 -0.449092 -0.621767 2.25 0.07 0.37 -0.970
C -3.946681 -0.473516 -0.859597 -0.58 0.01 -0.09 1.905
C -4.685459 0.021469 0.409422 0.11 0.02 0.12 -1.455
C -4.258757 0.470331 -2.050361 -0.12 -0.09 -0.09 -1.761
C -4.378496 -1.927983 -1.180366 0.14 -0.08 0.02 -1.503
H -4.480176 -0.636586 1.268014 -0.10 0.24 -0.33 0.178
H -4.378931 1.045939 0.671108 -0.12 -0.33 -0.06 0.359
H -5.771085 0.014759 0.210336 0.48 -0.01 0.03 0.468
H -3.755526 0.132899 -2.971100 -0.41 0.09 0.42 0.419
H -5.347598 0.474256 -2.229104 0.44 -0.03 0.17 0.497
H -3.934251 1.500232 -1.828604 -0.17 -0.35 -0.10 0.333
H -5.469500 -1.948507 -1.345000 0.47 0.06 0.07 0.406
H -3.879271 -2.304412 -2.086773 -0.18 0.14 0.28 0.372
H -4.137309 -2.601400 -0.341363 -0.12 0.25 -0.30 0.322
O 3.024277 -0.550017 0.169567 1.38 -0.21 -0.36 -0.776
H 3.593384 -1.244520 -0.247329 -0.26 1.13 0.93 0.320
H 3.523098 -0.031901 0.849037 -0.37 -0.87 -0.79 0.330
```
Positions in Å, forces in eV/Å.

Results
LUMO energy = -3.74 eV
Frontier orbital gap = 5.09 eV
Net charge = +1

=====

It is found that the energy relative to the best compared isomer or geometry (same formula, charge and spin) values, taken in the order of the records, are 0.3574; 3.1432; 5.2235; 1.5081 eV.